Molecular formula: C43H58F6LuN5O2PSb2Si
Method: DFT, wB97M-V/def2-TZVPD

Element x y z (Å)
Lu 13.26208 12.65359 12.22629
C 11.15798 14.72997 9.79438
N 12.37212 13.88456 9.72165
C 12.15039 12.96242 8.58825
C 13.47088 14.79443 9.55267
C 14.00025 15.09954 8.30040
C 14.86982 16.17818 8.14772
C 15.12827 17.01871 9.21646
C 14.63169 16.71769 10.47595
C 13.91250 15.51827 10.69810
N 13.57475 15.00632 11.92903
C 14.05148 15.55422 13.09740
C 15.28388 16.24473 13.23527
C 15.63365 16.84192 14.43367
C 14.81230 16.71698 15.54249
C 13.67169 15.91943 15.47511
C 13.29565 15.32094 14.26856
N 12.11605 14.50686 14.15299
C 11.71665 13.87888 15.42889
C 11.00182 15.38297 13.72040
H 11.07041 15.39153 8.90014
H 10.27160 14.08030 9.83290
H 11.18444 15.37137 10.68672
H 11.70555 13.50715 7.72184
H 13.09044 12.48790 8.28092
H 11.44888 12.18478 8.90836
H 13.69733 14.50386 7.42787
H 15.28794 16.40022 7.15774
H 15.72895 17.91847 9.07056
H 14.76019 17.42519 11.29734
H 15.97797 16.25972 12.39549
H 16.56320 17.41204 14.49603
H 15.05987 17.20486 16.48240
H 13.03746 15.78401 16.35769
H 11.19281 14.60307 16.08379
H 11.02608 13.05062 15.21730
H 12.59264 13.46229 15.94469
H 10.85164 16.21636 14.43658
H 11.23630 15.81164 12.73767
H 10.07539 14.78999 13.63651
C 12.79264 10.07237 16.08013
Sb 12.18282 10.24565 13.99627
C 13.00534 8.28921 13.52249
C 10.17686 9.68775 14.76505
C 9.18049 9.08256 13.88621
C 9.06552 7.68236 13.87331
C 8.04103 7.04529 13.19239
C 7.11094 7.80254 12.47609
C 7.22757 9.18690 12.45065
C 8.24670 9.85533 13.15589
C 8.24679 11.31941 13.20623
Sb 9.69276 12.34575 11.87940
C 8.69033 11.51896 10.14487
C 8.38839 14.10682 11.84541
H 12.37162 9.12955 16.45613
H 12.38428 10.91218 16.65929
H 13.88243 10.04068 16.16583
H 12.33517 7.50913 13.92322
H 13.98353 8.21380 14.00980
H 13.12087 8.16410 12.43608
H 9.80632 10.63126 15.22262
H 10.42943 8.97541 15.57802
H 9.79287 7.10060 14.45046
H 7.95896 5.95359 13.20784
H 6.29675 7.31072 11.93332
H 6.48574 9.78880 11.90907
H 8.44105 11.73036 14.22300
H 7.26835 11.69616 12.84967
H 7.62240 11.81639 10.18747
H 8.74144 10.43402 10.18037
H 9.11777 11.87504 9.19427
H 7.61001 13.95128 11.06960
H 8.93907 15.03563 11.61853
H 7.89901 14.21186 12.83678
C 17.74761 11.07186 10.36956
Si 16.96224 12.78291 10.14169
C 17.84451 14.07032 11.21922
C 16.96427 13.43541 8.35870
N 15.06565 11.32430 9.21316
C 14.63888 10.34143 8.39930
C 15.52364 10.08668 7.31496
C 15.24530 9.11189 6.38989
C 14.11759 8.30993 6.56475
C 13.24611 8.53273 7.62755
C 13.44376 9.58650 8.51129
O 12.54817 9.91755 9.49489
C 11.27540 9.35841 9.33116
C 10.77597 8.57901 10.35656
C 9.56298 7.92577 10.17698
C 8.83539 8.09760 8.99733
C 9.33357 8.92245 7.99649
C 10.55577 9.55107 8.15656
H 18.79291 11.14143 9.98248
H 17.23663 10.26198 9.81518
H 17.81667 10.79534 11.43914
H 18.93915 13.87622 11.13711
H 17.57402 14.03127 12.28212
H 17.65604 15.09200 10.83448
H 17.31807 14.49444 8.35104
H 15.97799 13.41217 7.86101
H 17.67305 12.84144 7.73903
H 16.41339 10.70666 7.24989
H 15.92183 8.97092 5.54067
H 13.91526 7.49788 5.86377
H 12.37781 7.87433 7.74478
H 11.34613 8.45480 11.28269
H 9.18636 7.24730 10.94578
H 7.86828 7.59293 8.87331
H 8.75976 9.07970 7.08063
H 10.97433 10.15154 7.33857
O 15.28911 12.82042 10.75201
N 14.43555 11.83554 10.20037
F 15.52944 13.29159 13.16712
P 15.65362 11.92078 14.07827
F 14.81284 11.13483 12.76875
F 17.02176 11.53510 13.40227
F 14.09140 12.37849 14.57791
F 16.26923 12.72296 15.27843
F 15.51042 10.55547 14.86400

Forces on atoms 1 to 2 (eV/Å):
Lu -0.099 1.413 -0.538
C -0.475 0.419 0.173

- HOMO (alpha / beta) (eV) = -12.64 / -12.65
- <S²> = 0.80
- charge = +2
- 2S+1 = 2
- Kohn-Sham gap (alpha / beta) (eV) = 6.864 / 5.346
- LUMO energy (alpha / beta) (eV) = -5.775 / -7.304


Molecular formula: C43H60BiCl2N4O3
Method: DFT, wB97M-V/def2-TZVPD

Element x y z (Å)
Bi 0.02386 -0.78682 -0.57234
C -4.43508 2.96905 -2.86292
C -4.55933 1.49815 -3.27926
C -3.78914 0.64807 -2.32616
C -4.20785 0.12409 -1.13229
C -5.57991 0.08327 -0.55808
C -6.27765 -1.21839 -0.96285
C -3.05450 -0.46843 -0.50017
C -2.85469 -0.96918 0.75844
C -1.60290 -1.60714 1.08705
C -0.12816 -2.38169 3.09117
C 0.70913 -1.86514 4.22490
C 2.11238 -2.45553 4.34755
C -0.21389 -3.68600 2.74172
C -1.06483 -3.79141 1.61766
C -1.06337 -1.30591 2.50313
C -0.45300 0.05561 2.39613
N 0.19819 0.41758 1.27173
C 0.67858 1.68892 1.44037
C 1.28089 2.43642 0.41953
C 1.03873 2.24580 -0.92193
N 0.14882 1.30366 -1.36387
C -0.25132 1.64424 -2.60924
C -1.45423 1.19475 -3.15621
C -2.35234 0.46713 -2.38405
N -1.97885 -0.28309 -1.32232
C 0.53838 2.76812 -3.06246
C 1.32578 3.15097 -2.00768
C 2.31245 4.26640 -1.96499
C 3.70939 3.77490 -2.35628
C 0.46057 3.39363 -4.41538
C -0.58463 4.51007 -4.49450
C 0.31538 2.13742 2.73605
C -0.42696 1.11515 3.32452
C -1.12554 1.15088 4.64928
C -0.20433 1.30338 5.86254
C 0.58950 3.49429 3.29364
C 2.01367 3.62228 3.83860
N -1.57048 -3.02126 0.84429
C 0.33446 -4.90964 3.40932
C -0.27941 -5.11046 4.79639
H -4.95678 3.61574 -3.56525
H -3.38743 3.26104 -2.81888
H -4.86462 3.11681 -1.87503
H -4.17335 1.36618 -4.29180
H -5.61219 1.21373 -3.27750
H -6.15730 0.93729 -0.91149
H -5.52262 0.13939 0.53084
H -6.32742 -1.30041 -2.04651
H -7.28744 -1.24745 -0.56413
H -5.72660 -2.07526 -0.57996
H -3.61734 -0.86308 1.51760
H 0.82010 -0.79135 4.06090
H 0.16432 -1.99939 5.16461
H 2.12750 -3.39837 4.88630
H 2.74368 -1.75935 4.89855
H 2.54142 -2.60020 3.36014
H -1.88793 -1.23788 3.23450
H 1.82741 3.31831 0.71204
H -1.79034 1.62914 -4.08460
H 2.34898 4.68930 -0.95994
H 2.00377 5.05461 -2.65225
H 4.04220 2.98492 -1.68710
H 4.41850 4.59712 -2.31007
H 3.69544 3.38317 -3.37004
H 0.21869 2.62476 -5.15161
H 1.43942 3.80564 -4.66982
H -1.57687 4.12332 -4.28260
H -0.59185 4.94353 -5.49135
H -0.36413 5.29520 -3.77734
H -1.70850 0.23441 4.76076
H -1.82849 1.98937 4.64289
H 0.58464 0.55627 5.86513
H -0.78119 1.19028 6.77720
H 0.25997 2.28332 5.88174
H -0.12603 3.70443 4.08861
H 0.43711 4.24316 2.51418
H 2.19056 2.89146 4.62324
H 2.16274 4.61629 4.25368
H 2.74155 3.46090 3.04705
H 1.41847 -4.85800 3.49006
H 0.08649 -5.77285 2.79037
H -0.02904 -4.29045 5.46468
H 0.09190 -6.03199 5.23773
H -1.36296 -5.17415 4.72754
C 0.79389 -1.65742 -4.89645
O 0.96075 -0.69654 -3.87799
C 2.23172 -0.09081 -3.87419
C 3.27618 -0.88771 -3.09233
O 2.99505 -0.76598 -1.71288
C 4.00226 -1.31311 -0.89135
C 3.49249 -1.38854 0.54873
O 2.54028 -2.40384 0.76526
C 3.07079 -3.71377 0.77878
H 0.83733 -1.18514 -5.88375
H -0.18919 -2.09573 -4.74574
H 1.55380 -2.44304 -4.85266
H 2.10920 0.87996 -3.38965
H 2.58992 0.06628 -4.89949
H 4.27612 -0.48698 -3.31022
H 3.25394 -1.94668 -3.38665
H 4.27172 -2.31542 -1.24656
H 4.90453 -0.68514 -0.93646
H 2.98361 -0.45197 0.79331
H 4.34806 -1.52585 1.22520
H 3.90617 -3.79088 1.48206
H 3.41362 -4.04239 -0.20455
H 2.25914 -4.36482 1.09118
Cl -1.46621 -3.36870 -2.19301
C -0.19253 -4.58898 -1.98046
Cl 1.39867 -3.84741 -2.14199
H -0.30863 -5.34909 -2.75206
H -0.27487 -5.01338 -0.98022

Forces on atoms 1 to 2 (eV/Å):
Bi 0.237 -0.274 -0.169
C -0.069 -0.057 -0.149

- HOMO (alpha / beta) (eV) = -8.81 / -8.81
- charge = +1
- Kohn-Sham gap (alpha / beta) (eV) = 4.513 / 4.512
- LUMO energy (alpha / beta) (eV) = -4.293 / -4.294


Molecular formula: C43H61BiFN9O2P2Si
Method: DFT, wB97M-V/def2-TZVPD

Element x y z (Å)
Bi -0.00151 0.08478 0.68068
C 3.14790 0.12654 -1.00498
P 2.75829 -0.19466 0.75084
C 3.50883 1.32397 1.51484
N 4.68000 1.22072 2.07588
C 5.27440 2.33430 2.57109
C 6.53258 2.23559 3.20815
C 7.12408 3.36508 3.68962
C 6.50114 4.63273 3.54791
C 5.29032 4.75344 2.93404
C 4.64921 3.59248 2.44255
N 3.42321 3.68678 1.86886
C 2.84194 2.59960 1.43818
P 1.15930 2.79541 0.70285
C 1.57741 3.63300 -0.86961
C 0.10269 4.02365 1.64215
C -0.62874 3.25068 2.74511
C 0.84617 5.20902 2.25432
C -0.92964 4.53608 0.62195
C 3.58570 -1.82908 1.22678
C 2.63969 -2.52390 2.21474
C 4.98457 -1.68045 1.83520
C 3.71241 -2.69036 -0.03877
H 4.21328 0.33456 -1.11470
H 2.58187 0.98962 -1.35913
H 2.86844 -0.73883 -1.59993
H 7.00021 1.26337 3.29199
H 8.08470 3.30171 4.18353
H 7.00078 5.51228 3.93232
H 4.80198 5.71195 2.81057
H 1.89312 4.64849 -0.62175
H 0.72689 3.67282 -1.54803
H 2.41031 3.12840 -1.35447
H 0.06006 2.79464 3.45943
H -1.28097 2.47293 2.33239
H -1.26628 3.94201 3.30267
H 1.48579 4.91101 3.08329
H 0.09165 5.90547 2.63288
H 1.46198 5.74011 1.52796
H -1.42698 3.71782 0.09139
H -0.49290 5.21752 -0.11026
H -1.69947 5.08921 1.16952
H 2.48754 -1.94052 3.12049
H 3.08447 -3.47681 2.51067
H 1.66700 -2.73448 1.76080
H 4.96240 -1.26267 2.83950
H 5.64929 -1.06709 1.22756
H 5.40743 -2.68766 1.88634
H 2.75911 -2.85940 -0.53171
H 4.09878 -3.66046 0.28168
H 4.43103 -2.27330 -0.74706
C 0.64874 -1.57373 5.18992
Si 0.07242 -0.07414 4.24111
C 1.56279 1.00457 3.93157
C -1.17459 0.95324 5.18405
N -0.63792 -0.55939 2.67588
C -1.82142 -1.36470 2.76102
C -2.44993 -1.65516 3.98934
C -3.59345 -2.42890 4.09092
C -4.19382 -2.96511 2.96044
C -3.61310 -2.70863 1.73271
C -2.47492 -1.94064 1.67809
F -1.93028 -1.72821 0.42733
H 1.70336 -1.46710 5.45603
H 0.53731 -2.49184 4.60696
H 0.09182 -1.70660 6.12087
H 1.80760 1.50019 4.87694
H 1.39438 1.79955 3.19830
H 2.44494 0.43567 3.63227
H -0.78474 1.95533 5.38105
H -1.41629 0.50707 6.15316
H -2.11149 1.05712 4.62921
H -2.03679 -1.26388 4.90742
H -4.01567 -2.61007 5.07080
H -5.09127 -3.56404 3.03107
H -4.02561 -3.09377 0.80815
C -1.77298 2.30334 -2.83488
C -2.54057 2.18029 -1.56197
N -2.27338 1.33365 -0.59260
C -3.25899 1.51018 0.36753
C -4.10980 2.48683 -0.03126
N -3.64075 2.91330 -1.25724
C -4.14923 4.05335 -2.00334
N -3.39752 5.23780 -1.72499
N -2.29598 5.52496 -2.47100
N -1.71064 6.54518 -1.97474
C -2.42168 6.95925 -0.85918
C -2.17259 8.00498 0.03485
C -3.04190 8.14664 1.09061
C -4.14216 7.27599 1.26169
C -4.40049 6.24642 0.38459
C -3.50892 6.11589 -0.68604
H -0.86267 1.71134 -2.74954
H -1.51424 3.33798 -3.06333
H -2.35252 1.91580 -3.67621
H -3.29646 0.91967 1.27386
H -4.98410 2.91502 0.43273
H -5.18605 4.21186 -1.71959
H -4.09533 3.85417 -3.06829
H -1.33532 8.67466 -0.11277
H -2.89394 8.94792 1.80292
H -4.80513 7.43105 2.10331
H -5.25644 5.59614 0.51573
O -0.01228 -3.98557 -0.79354
C -0.01848 -2.82373 -1.20832
O 0.63692 -1.84434 -0.73562
C -0.89242 -2.54946 -2.45484
N -1.40589 -3.91342 -2.86265
C -0.77070 -4.28848 -4.17865
C 0.44010 -3.36948 -4.26477
C -0.08377 -2.06467 -3.65568
H -1.71729 -1.90021 -2.17026
H -2.41867 -3.98032 -2.88657
H -1.03848 -4.48977 -2.06562
H -1.48652 -4.07060 -4.96844
H -0.54551 -5.35068 -4.18300
H 0.78460 -3.26155 -5.29040
H 1.26307 -3.76812 -3.66715
H -0.72309 -1.54070 -4.36862
H 0.70412 -1.38604 -3.33628

Forces on atoms 1 to 2 (eV/Å):
Bi -0.014 -0.440 -0.176
C -0.018 -0.026 0.036

- HOMO (eV) = -12.50
- charge = +2
- Kohn-Sham gap (eV) = 7.478
- LUMO energy (eV) = -5.027


Molecular formula: C43H62ClN2O5Zr
Method: DFT, wB97M-V/def2-TZVPD

Element x y z (Å)
Zr 0.37610 -0.53144 0.25279
C -2.00183 0.46085 2.17807
N -1.76352 0.28257 0.72328
C -2.61640 -0.82849 0.22730
C -2.07139 1.55654 0.01935
C -0.77313 2.24077 -0.38351
N 0.12096 1.27606 -1.05136
C -0.42044 0.87426 -2.37756
C 0.47309 -0.10077 -3.11031
C 1.01498 0.27890 -4.32694
C 1.77440 -0.61005 -5.07343
C 1.86507 -1.90517 -4.58367
C 1.28328 -2.36080 -3.40021
C 0.66502 -1.39227 -2.58703
O 0.20317 -1.61390 -1.31806
C 1.23285 -3.89380 -3.22466
C 0.49194 -4.38733 -1.97993
C 2.63886 -4.51633 -3.21994
C 0.44761 -4.43602 -4.43944
C 2.44702 -0.23296 -6.38680
C 2.05975 1.17516 -6.84912
C 2.04242 -1.23044 -7.48492
C 3.97098 -0.27672 -6.19456
C 1.46486 1.88845 -1.28264
C 2.11425 2.47951 -0.06020
C 2.50522 3.80795 -0.09675
C 3.19895 4.37618 0.95866
C 3.54314 3.52304 1.99899
C 3.17771 2.18182 2.09543
C 2.36973 1.66866 1.05736
O 1.78900 0.42837 1.04320
C 3.77964 1.41479 3.28665
C 3.54888 2.19430 4.58942
C 5.28995 1.29231 3.01577
C 3.22133 0.01312 3.50584
C 3.60127 5.84497 0.99589
C 3.08655 6.47811 2.29882
C 5.13324 5.95324 0.94881
C 3.01352 6.63089 -0.17910
H -3.05410 0.69386 2.36068
H -1.39027 1.28060 2.55678
H -1.74492 -0.44492 2.71508
H -3.67597 -0.60612 0.37384
H -2.37384 -1.73172 0.78119
H -2.42356 -1.01130 -0.82897
H -2.63768 2.22459 0.66785
H -2.69522 1.35685 -0.85061
H -0.25972 2.60756 0.50790
H -0.97659 3.10114 -1.02921
H -0.53882 1.76682 -2.99939
H -1.40330 0.41786 -2.24998
H 0.82931 1.28338 -4.68463
H 2.39268 -2.63232 -5.18616
H 1.09163 -4.25065 -1.08537
H 0.30974 -5.45808 -2.08286
H -0.47034 -3.89470 -1.85133
H 3.14051 -4.37399 -2.26131
H 3.27657 -4.10031 -3.99868
H 2.56027 -5.59117 -3.39135
H -0.54225 -3.97630 -4.48054
H 0.32383 -5.51633 -4.35290
H 0.95238 -4.22834 -5.38202
H 0.98395 1.25954 -7.01555
H 2.56266 1.39027 -7.79174
H 2.37380 1.93212 -6.12782
H 0.95653 -1.32820 -7.53587
H 2.47235 -2.21798 -7.31420
H 2.39944 -0.88274 -8.45525
H 4.28414 0.44463 -5.43695
H 4.46861 -0.02538 -7.13283
H 4.30613 -1.26806 -5.88531
H 1.36603 2.67997 -2.03140
H 2.10510 1.10740 -1.70216
H 2.28276 4.38321 -0.98697
H 4.15598 3.92138 2.79646
H 4.04515 3.16452 4.59538
H 3.94407 1.62057 5.42893
H 2.48159 2.35241 4.75706
H 5.76365 2.27379 2.95943
H 5.46360 0.77282 2.07128
H 5.77484 0.72094 3.80972
H 2.15536 0.03985 3.72190
H 3.72304 -0.44698 4.35815
H 3.39610 -0.62411 2.64517
H 3.50778 5.98985 3.17780
H 1.99849 6.41074 2.35919
H 3.36788 7.53176 2.33362
H 5.58808 5.48235 1.82112
H 5.43238 7.00268 0.93443
H 5.52541 5.47038 0.05214
H 1.92578 6.54138 -0.21076
H 3.42820 6.29887 -1.13312
H 3.25965 7.68661 -0.06393
C 3.51278 -1.79884 -0.60873
C 4.31138 -2.23817 0.59773
C 5.59048 -1.69637 0.72560
C 6.41311 -1.99426 1.79355
Cl 7.98411 -1.27958 1.88517
C 5.97856 -2.86030 2.78359
C 4.72089 -3.41358 2.67006
C 3.88216 -3.11958 1.59796
O 2.71725 -3.86004 1.61518
C 1.47481 -3.34377 1.26908
C 0.80405 -2.39169 2.26834
O 1.10225 -2.26221 3.41814
O -0.20062 -1.75165 1.65866
H 4.18083 -1.33036 -1.32978
H 2.77466 -1.04049 -0.31829
H 3.01978 -2.62820 -1.11386
H 5.94993 -1.01647 -0.03693
H 6.61349 -3.09464 3.62663
H 4.34509 -4.09464 3.42187
H 0.80961 -4.20625 1.20215
H 1.45713 -2.84212 0.29067

Forces on atoms 1 to 2 (eV/Å):
Zr -1.009 -0.102 0.147
C -0.026 0.056 0.191

- HOMO (eV) = -10.67
- charge = +1
- Kohn-Sham gap (eV) = 8.267
- LUMO energy (eV) = -2.399


no.,strongest force on any atom (eV Å⁻¹),energy (Eh)
1,3.90,-5043.406913
2,4.71,-3253.893536
3,0.56,-3604.717743
4,1.78,-2668.650964